Record 1
{"formula": "C5H14", "method": "ωB97M-V/def2-TZVPD", "smiles": "CCC.CC", "e_above_lowest_kcal_mol": 23.9, "fmax_ha_per_bohr": 0.0382, "gap_ev": 12.07, "symbols": ["C", "C", "C", "H", "H", "H", "H", "H", "H", "H", "H", "C", "C", "H", "H", "H", "H", "H", "H"], "positions_angstrom": [[-0.67493, -0.52601, 2.64691], [0.77381, -0.78433, 2.14839], [0.81449, -0.33007, 0.69933], [-0.72485, -0.93752, 3.65938], [-0.94564, 0.51398, 2.42400], [-1.40769, -1.03417, 1.98142], [0.93696, -1.85467, 2.15688], [1.51497, -0.37944, 2.83738], [1.80998, -0.40397, 0.27531], [0.36772, 0.65595, 0.64144], [0.37871, -0.94442, -0.06560], [-0.01416, 1.35669, -2.77995], [-0.69778, 0.19937, -2.07382], [1.01970, 1.17502, -3.06167], [-0.51366, 1.62094, -3.71533], [0.05707, 2.15585, -2.05670], [-0.92224, -0.61650, -2.79634], [-1.61217, 0.55049, -1.59208], [-0.16029, -0.41721, -1.32894]], "forces_ev_per_angstrom": [[0.497, -0.682, -0.983], [-1.655, -0.727, -0.610], [1.468, 0.107, 0.353], [-0.682, 0.759, 0.007], [0.184, 0.081, 1.127], [0.560, -0.289, 0.521], [0.119, -0.415, 0.179], [0.010, 0.487, -0.356], [0.705, 0.935, 0.245], [0.294, 0.309, -0.445], [-1.070, -0.854, 0.964], [0.670, -0.344, 0.382], [-0.211, -1.815, -0.721], [0.163, -0.428, -0.013], [-0.228, 0.288, 0.411], [-0.224, 0.742, -0.218], [-0.453, 0.675, 0.111], [-0.099, -0.232, -0.137], [-0.048, 1.403, -0.816]], "lowdin_charge": [-0.1242, -0.2998, -0.1488, 0.0667, 0.0658, 0.0771, 0.0907, 0.0984, 0.0773, 0.0746, 0.0311, -0.1636, -0.1801, 0.0588, 0.0657, 0.0553, 0.0736, 0.0713, 0.0100]}



Record 2
{"formula": "C5H14", "method": "ωB97M-V/def2-TZVPD", "smiles": "CCC.CC", "e_above_lowest_kcal_mol": 20.1, "fmax_ha_per_bohr": 0.0662, "gap_ev": 12.51, "symbols": ["C", "C", "C", "H", "H", "H", "H", "H", "H", "H", "H", "C", "C", "H", "H", "H", "H", "H", "H"], "positions_angstrom": [[0.84370, -1.13338, -1.33610], [-0.23449, -1.28406, -0.21672], [-0.56470, -2.73893, 0.02203], [0.50263, -1.13317, -2.30798], [1.54109, -0.19706, -1.24208], [1.56080, -1.97424, -1.41178], [-1.15222, -0.78058, -0.58770], [0.16579, -0.80755, 0.67137], [-0.70008, -3.35797, -0.79459], [-1.50842, -2.84097, 0.60837], [0.21913, -3.26440, 0.56386], [-0.41649, 2.97016, 0.22535], [0.30230, 2.05624, 1.30817], [-1.02478, 2.36252, -0.46237], [-1.03326, 3.72414, 0.68452], [0.39071, 3.50256, -0.38967], [-0.25903, 2.08889, 2.28316], [0.43653, 1.07875, 0.78535], [1.27919, 2.37897, 1.58318]], "forces_ev_per_angstrom": [[2.620, 0.925, 1.968], [0.498, 0.019, -2.016], [-0.588, 0.299, 2.642], [-1.464, 0.359, -2.101], [-1.472, -1.477, 0.036], [-0.248, 0.142, 0.770], [0.541, 0.059, 0.564], [-0.419, -0.097, 0.211], [-0.375, -0.712, -2.324], [0.688, 0.088, -0.160], [0.173, 0.205, 0.383], [2.078, -0.127, -0.188], [-1.516, 0.123, -0.881], [0.189, 0.252, 0.328], [-0.236, 0.285, 0.106], [-1.237, -0.696, 0.690], [0.241, -0.794, -1.137], [-0.313, 0.537, 1.215], [0.840, 0.611, -0.107]], "lowdin_charge": [-0.1220, -0.3031, -0.1372, 0.0219, 0.0967, 0.0687, 0.1082, 0.0684, 0.0388, 0.0832, 0.0730, -0.1551, -0.1491, 0.0511, 0.0380, 0.0793, 0.0767, 0.0271, 0.0355]}



Record 3
{"formula": "C5H14", "method": "ωB97M-V/def2-TZVPD", "smiles": "CCC.CC", "e_above_lowest_kcal_mol": 6.3, "fmax_ha_per_bohr": 0.0280, "gap_ev": 12.43, "symbols": ["C", "C", "C", "H", "H", "H", "H", "H", "H", "H", "H", "C", "C", "H", "H", "H", "H", "H", "H"], "positions_angstrom": [[2.15760, 0.20233, 1.91590], [1.04357, 1.24580, 2.02481], [0.28242, 1.32298, 0.70024], [2.72063, 0.12768, 2.84976], [1.70256, -0.78113, 1.78985], [2.78965, 0.54826, 1.10144], [1.52080, 2.21470, 2.15045], [0.35348, 1.18543, 2.86123], [-0.58581, 1.97274, 0.74228], [-0.14993, 0.35367, 0.41605], [0.96975, 1.53716, -0.10914], [-2.01542, -0.64500, -1.85678], [-1.21322, -1.88086, -2.26975], [-2.08197, -0.57997, -0.76674], [-1.52146, 0.25949, -2.18014], [-3.00610, -0.54459, -2.27515], [-1.38648, -2.69739, -1.57464], [-0.14439, -1.65583, -2.22767], [-1.43567, -2.18548, -3.29200]], "forces_ev_per_angstrom": [[-0.876, 0.244, 1.114], [0.133, 0.659, -0.750], [-0.445, -1.070, 0.217], [0.212, 0.193, -0.171], [0.283, -0.060, -0.562], [0.222, -0.605, -0.082], [0.130, 0.260, 0.156], [0.020, -0.604, 0.183], [0.198, 0.531, -0.161], [0.151, -0.089, 0.275], [-0.017, 0.539, -0.220], [0.374, 0.226, 0.349], [0.020, 0.389, 0.008], [-0.126, 0.008, -0.134], [0.350, 0.318, -0.094], [-0.409, -0.501, -0.048], [-0.129, -0.244, -0.168], [-0.057, -0.050, 0.015], [-0.035, -0.143, 0.072]], "lowdin_charge": [-0.1216, -0.3250, -0.1337, 0.0656, 0.0699, 0.0715, 0.0912, 0.0957, 0.0677, 0.0530, 0.0682, -0.1772, -0.1630, 0.0536, 0.0527, 0.0546, 0.0573, 0.0598, 0.0598]}



Record 4
{"formula": "C5H14", "method": "ωB97M-V/def2-TZVPD", "smiles": "CCC.CC", "e_above_lowest_kcal_mol": 29.2, "fmax_ha_per_bohr": 0.0423, "gap_ev": 12.00, "symbols": ["C", "C", "C", "H", "H", "H", "H", "H", "H", "H", "H", "C", "C", "H", "H", "H", "H", "H", "H"], "positions_angstrom": [[0.42493, -1.43400, 1.62380], [1.52430, -1.31200, 0.55374], [0.94324, -1.72956, -0.80716], [-0.14165, -0.50691, 1.40848], [0.51782, -1.42095, 2.73970], [-0.31407, -2.24337, 1.32168], [1.67147, -0.20595, 0.42066], [2.55876, -1.62450, 0.68876], [1.40708, -1.11198, -1.57746], [1.16523, -2.77785, -1.04527], [-0.11741, -1.50600, -0.98279], [-1.38646, 2.15925, 0.14328], [-1.31362, 2.08028, -1.39273], [-1.82417, 2.99971, 0.69400], [-2.16127, 1.35228, 0.46756], [-0.30637, 1.96731, 0.46315], [-2.18847, 2.48428, -1.88195], [-0.55956, 2.75233, -1.74996], [-0.94792, 1.03157, -1.59845]], "forces_ev_per_angstrom": [[-1.842, 0.001, -0.175], [-0.383, 2.095, -0.455], [0.693, -0.027, -0.604], [-0.181, -0.462, 0.378], [0.799, -0.298, -1.079], [1.045, 0.613, 0.656], [0.047, -0.710, 0.346], [-0.300, -0.841, 0.352], [0.365, -0.229, -0.166], [-0.332, 0.175, 0.051], [0.066, -0.292, 0.692], [-0.445, -1.930, 0.635], [0.556, 0.030, 0.918], [0.552, 0.539, -0.796], [1.858, 0.744, -0.243], [-1.742, 0.017, 0.345], [-0.612, -0.878, -0.268], [0.838, 0.308, -0.165], [-0.980, 1.144, -0.422]], "lowdin_charge": [-0.1308, -0.3160, -0.1433, 0.0459, 0.0745, 0.0813, 0.0905, 0.0929, 0.0606, 0.0706, 0.0656, -0.1929, -0.1798, 0.0487, 0.0856, 0.0737, 0.0557, 0.0426, 0.0744]}



Record 5
{"formula": "C5H14", "method": "ωB97M-V/def2-TZVPD", "smiles": "CCC.CC", "e_above_lowest_kcal_mol": 39.1, "fmax_ha_per_bohr": 0.0935, "gap_ev": 11.91, "symbols": ["C", "C", "C", "H", "H", "H", "H", "H", "H", "H", "H", "C", "C", "H", "H", "H", "H", "H", "H"], "positions_angstrom": [[0.88799, -1.49011, -1.52872], [1.43577, -0.02504, -1.44685], [0.43678, 0.91720, -2.03767], [1.72662, -2.02389, -1.07343], [0.53101, -1.95239, -2.49202], [-0.11210, -1.54659, -0.79863], [1.80002, 0.33030, -0.42778], [2.38807, -0.04802, -2.15652], [0.73604, 1.94114, -1.92294], [0.52232, 0.73380, -3.11787], [-0.63778, 0.90484, -1.74206], [-1.90496, 0.24566, 1.95711], [-0.66477, 0.34697, 2.85384], [-1.62251, 0.33996, 0.97043], [-2.41685, -0.73734, 2.12067], [-2.86225, 0.94741, 2.27250], [-1.03228, 0.08324, 3.99961], [-0.27945, 1.36360, 3.00856], [0.11427, -0.30409, 2.57325]], "forces_ev_per_angstrom": [[-1.871, 0.427, 2.777], [1.243, -0.847, -1.167], [-0.384, 0.807, -1.292], [-0.618, -0.909, -0.142], [0.836, 1.027, 0.698], [2.657, -0.082, -1.665], [-0.598, -1.049, -1.064], [-1.713, 0.405, 1.537], [0.264, 0.703, 0.160], [-0.670, 0.153, 0.074], [0.837, -0.629, 0.113], [-3.005, 0.138, 3.381], [-2.683, 0.804, 3.911], [0.105, 0.423, -2.308], [0.804, 0.453, -0.413], [2.847, -1.113, -0.933], [1.141, 0.309, -2.783], [-0.044, -0.188, -0.549], [0.852, -0.831, -0.333]], "lowdin_charge": [-0.1484, -0.3553, -0.1756, 0.0458, 0.0753, 0.1136, 0.1110, 0.1314, 0.0527, 0.0734, 0.0795, -0.1905, -0.1873, -0.0030, 0.0632, 0.1207, 0.1158, 0.0505, 0.0273]}



Record 6
{"formula": "C5H14", "method": "ωB97M-V/def2-TZVPD", "smiles": "CCC.CC", "e_above_lowest_kcal_mol": 12.1, "fmax_ha_per_bohr": 0.0340, "gap_ev": 12.22, "symbols": ["C", "C", "C", "H", "H", "H", "H", "H", "H", "H", "H", "C", "C", "H", "H", "H", "H", "H", "H"], "positions_angstrom": [[1.46990, -0.27174, 0.64083], [0.58718, -1.16554, 1.51570], [0.33155, -2.56668, 0.94150], [2.52357, -0.24314, 0.95376], [1.19788, 0.77399, 0.73467], [1.59704, -0.68217, -0.36282], [0.93817, -1.18833, 2.54286], [-0.39439, -0.67605, 1.52724], [1.17412, -2.88001, 0.32184], [0.40066, -3.32568, 1.73141], [-0.62133, -2.67775, 0.44313], [-0.75766, 2.14072, -0.76503], [-1.50671, 1.56252, -1.94317], [0.28353, 1.82165, -0.75123], [-0.69761, 3.22797, -0.83440], [-1.25669, 1.83370, 0.15241], [-0.99218, 1.61397, -2.90402], [-2.40747, 2.15955, -2.12419], [-1.86955, 0.54304, -1.82048]], "forces_ev_per_angstrom": [[1.464, -0.369, 0.587], [-0.937, 0.404, -0.697], [1.306, -0.604, 0.997], [-0.103, -0.365, 0.431], [-0.331, -0.030, -0.587], [-0.738, 0.553, -0.278], [0.102, -0.104, 0.065], [0.093, -0.001, 0.350], [-0.236, 0.174, -0.528], [-0.487, 0.171, 0.072], [-0.023, 0.057, -0.298], [0.466, -0.026, -0.267], [-0.924, 0.399, -0.840], [-0.134, -0.241, 0.126], [-0.295, 0.014, 0.145], [0.184, 0.224, 0.193], [0.380, -0.061, 0.180], [-0.075, -0.081, 0.133], [0.288, -0.115, 0.218]], "lowdin_charge": [-0.1327, -0.3015, -0.1217, 0.0678, 0.0414, 0.0724, 0.0941, 0.0883, 0.0640, 0.0644, 0.0635, -0.1732, -0.1773, 0.0367, 0.0659, 0.0661, 0.0618, 0.0609, 0.0590]}